ORCA calculation (wB97M-V/def2-TZVPD) on a cluster of 11 separate species, C27H65F10NO14S11 in total.

Summary:
HOMO = -8.4 eV
Kohn-Sham gap = 8.88 eV
electronic energy = -7554.302016 Ha
spin multiplicity = 1

Cartesian coordinates (Å):
C  6.190107  -2.868334  3.151287
C  5.916065  -2.202483  1.850281
O  6.250687  -2.598359  0.766155
O  5.203602  -1.012435  1.951771
C  4.110580  -0.895894  1.063697
N  2.813386  -0.750958  1.779248
C  2.344849  -2.019681  2.311145
F  2.348000  -2.887189  1.268947
F  3.186358  -2.512473  3.234523
C  0.889397  -2.120533  2.877215
F  0.702015  -3.443082  3.112260
F  0.777003  -1.488389  4.060085
C  -0.273372  -1.703310  1.919098
F  -0.389416  -2.652567  0.959536
F  -0.051794  -0.532253  1.305360
C  -1.646856  -1.589846  2.640896
F  -1.886314  -2.644715  3.413442
F  -2.588576  -1.516516  1.710122
F  -1.692121  -0.477903  3.374077
S  2.905493  0.536596  2.853496
O  3.270173  0.136980  4.160504
O  3.543555  1.592633  2.156810
F  1.401891  0.887393  2.897390
H  5.336853  -3.469358  3.463651
H  7.036113  -3.538908  3.015354
H  6.450241  -2.155430  3.938660
H  4.225547  -0.009148  0.448866
H  4.053612  -1.757409  0.402648
C  9.295721  0.448369  6.342446
S  8.131801  -0.883492  6.626767
O  7.243673  -0.931920  5.429645
C  7.202481  -0.058689  7.922850
H  9.952349  0.159943  5.524256
H  8.752657  1.351324  6.069305
H  9.887620  0.617780  7.242069
H  6.800764  0.878576  7.538117
H  7.857536  0.122092  8.774898
H  6.388329  -0.717376  8.217403
C  0.979130  -4.376558  -1.118942
S  2.642901  -4.386388  -1.791582
O  3.087839  -2.968175  -1.832018
C  2.178369  -4.838108  -3.467123
H  1.065573  -4.065242  -0.088240
H  0.362137  -3.669498  -1.674232
H  0.554318  -5.379971  -1.164866
H  1.482118  -4.098279  -3.861878
H  1.726206  -5.829825  -3.460084
H  3.084569  -4.851864  -4.068469
C  -2.946515  2.884685  0.955239
S  -4.309785  1.829748  0.466608
O  -5.377689  2.719303  -0.076226
C  -4.811041  1.360378  2.122249
H  -2.519217  3.309383  0.050550
H  -3.314562  3.680819  1.603652
H  -2.189066  2.292849  1.469617
H  -5.056109  2.257400  2.691960
H  -4.001439  0.807521  2.596816
H  -5.683115  0.717051  2.030464
C  -6.622252  1.476448  -5.087985
S  -5.611531  0.953069  -3.702205
O  -5.285675  -0.484975  -3.924617
C  -6.912630  1.008113  -2.469053
H  -5.999610  1.474283  -5.980324
H  -7.453610  0.783652  -5.221813
H  -6.992563  2.485399  -4.899422
H  -7.721986  0.342353  -2.774084
H  -7.267712  2.032000  -2.363519
H  -6.487221  0.683523  -1.522162
C  1.718175  -4.638221  6.198497
S  3.499954  -4.856532  6.151812
O  3.867141  -5.165613  4.746351
C  3.514687  -6.413359  7.049946
H  1.482427  -3.730768  5.648312
H  1.234203  -5.494618  5.728816
H  1.396274  -4.532982  7.234593
H  2.908504  -7.145066  6.516180
H  3.128711  -6.253552  8.056615
H  4.546124  -6.754605  7.102044
C  -4.874975  -1.021646  -9.225626
S  -5.558253  0.594662  -9.598226
O  -5.853378  1.239425  -8.289536
C  -7.124990  0.003785  -10.244919
H  -3.902824  -0.869042  -8.762542
H  -5.536086  -1.542898  -8.533787
H  -4.758310  -1.585569  -10.150954
H  -7.628922  -0.591614  -9.483908
H  -6.944356  -0.588378  -11.141698
H  -7.728050  0.873615  -10.495423
C  7.602566  2.236273  3.533167
S  8.975119  2.489573  2.412799
O  10.221414  2.411642  3.224930
C  8.645399  4.230219  2.111972
H  7.634765  1.204367  3.883285
H  7.691396  2.919300  4.380182
H  6.667163  2.405975  3.007393
H  8.667287  4.772003  3.057653
H  7.672173  4.331208  1.631711
H  9.423222  4.606746  1.451134
C  -4.356269  -4.012433  -0.159882
S  -5.067382  -2.396388  -0.499971
O  -5.372406  -1.774744  0.819034
C  -6.618540  -3.012564  -1.158061
H  -3.382581  -3.853007  0.298946
H  -5.004420  -4.560596  0.524281
H  -4.237656  -4.555910  -1.097118
H  -7.111832  -3.629973  -0.406965
H  -6.421637  -3.584557  -2.064091
H  -7.236504  -2.150794  -1.399029
C  0.270631  6.641568  -0.388081
S  -0.993736  5.475086  -0.906106
O  -0.328745  4.158838  -1.086604
C  -1.243291  6.174444  -2.540583
H  0.599496  6.351978  0.607490
H  1.108741  6.598629  -1.083403
H  -0.154519  7.644614  -0.358471
H  -0.300879  6.164098  -3.087369
H  -1.621854  7.191847  -2.443892
H  -1.975917  5.557547  -3.056509
C  -5.840173  6.191998  -5.793494
S  -4.483270  5.079680  -6.187750
O  -3.392276  5.918270  -6.750556
C  -5.299098  4.268108  -7.563504
H  -5.519941  6.827485  -4.970789
H  -6.072011  6.802856  -6.665873
H  -6.709354  5.608586  -5.489373
H  -5.573940  5.011577  -8.312662
H  -6.179955  3.739292  -7.203265
H  -4.607024  3.548017  -7.989666

Atoms 1-6, force components in eV/Å:
C 0.641 0.117 0.230
C 0.233 -0.125 -0.669
O -0.286 0.020 0.421
O -0.578 -0.282 0.433
C 0.350 0.205 -0.843
N 0.289 -0.267 0.851



ORCA calculation (wB97M-V/def2-TZVPD) on a cluster of 7 separate species, C27H65N7O5 in total.

Summary:
HOMO = -8.7 eV
Kohn-Sham gap = 8.90 eV
electronic energy = -1827.071714 Ha
spin multiplicity = 1
SMILES = CCN(CC)CC.CCN(CC)CC.CN(C)C=O.CN(C)C=O.CN(C)C=O.CN(C)C=O.CN(C)C=O

Cartesian coordinates (Å):
C  4.472131  1.353913  2.263485
C  4.031711  0.027093  1.765035
N  3.450071  0.031793  0.370015
C  4.497901  0.682483  -0.504565
C  4.225481  0.674833  -2.068195
C  3.100331  -1.348767  -0.101235
C  2.253701  -2.279097  0.815515
H  3.722841  2.139863  2.168915
H  5.419701  1.811553  1.979265
H  4.846621  1.328063  3.286805
H  4.812231  -0.727707  1.860735
H  3.285711  -0.411877  2.427515
H  4.481441  1.719803  -0.170225
H  5.456911  0.270263  -0.190735
H  3.153431  0.671103  -2.265155
H  4.650521  1.499823  -2.639885
H  4.470041  -0.285667  -2.521775
H  4.061491  -1.851077  -0.210605
H  2.667121  -1.253127  -1.096865
H  2.369401  -3.334847  0.570345
H  1.227001  -1.913177  0.806665
H  2.418371  -2.291567  1.892925
C  -2.893019  -2.662837  -2.025285
C  -2.765879  -3.569067  -0.735345
N  -3.411259  -3.019517  0.446765
C  -4.816729  -2.618657  0.265185
C  -5.647659  -3.916757  -0.045605
C  -3.025539  -3.747637  1.657215
C  -1.591949  -3.545247  1.902495
H  -2.217029  -3.013817  -2.804995
H  -2.657489  -1.610427  -1.866995
H  -3.905099  -2.673027  -2.429875
H  -3.083069  -4.579557  -0.993035
H  -1.681249  -3.627157  -0.644185
H  -5.240489  -2.275557  1.209015
H  -5.025709  -1.763597  -0.377695
H  -5.252669  -4.377657  -0.950955
H  -5.565459  -4.666407  0.741395
H  -6.690309  -3.723287  -0.297715
H  -3.254349  -4.813077  1.633385
H  -3.625229  -3.296067  2.447505
H  -0.942439  -4.194577  1.315465
H  -1.484919  -3.710927  2.974505
H  -1.271579  -2.509017  1.794355
C  -7.593569  1.754733  -0.018185
O  -8.598549  2.460233  -0.210705
N  -6.470039  1.885693  -0.698485
C  -6.293079  3.014203  -1.668455
C  -5.366789  1.146883  -0.237425
H  -7.566829  0.911723  0.689495
H  -5.664439  2.534923  -2.418925
H  -5.841139  3.850963  -1.135835
H  -7.208089  3.089963  -2.255915
H  -4.705229  0.942883  -1.079345
H  -4.789379  1.664653  0.528475
H  -5.666529  0.115343  -0.052555
C  3.005801  6.597033  0.147995
O  3.804901  7.391793  -0.406925
N  3.009171  5.252273  0.027815
C  1.936151  4.473173  0.645275
C  4.150101  4.594823  -0.733335
H  2.134041  6.938683  0.727225
H  1.279611  5.183603  1.147605
H  2.365921  3.686593  1.265505
H  1.371411  3.966823  -0.137525
H  4.810681  5.319663  -1.209075
H  4.768921  3.875413  -0.197035
H  3.695851  4.090763  -1.586385
C  1.738521  0.305393  4.597875
O  2.580631  1.181333  4.980465
N  1.830221  -1.007677  4.916865
C  0.674361  -1.893997  4.739705
C  3.009521  -1.567227  5.586925
H  0.859551  0.604753  4.006285
H  0.089251  -2.057577  5.644685
H  1.085121  -2.848407  4.410345
H  0.179561  -1.530867  3.838915
H  3.730581  -0.843477  5.966875
H  2.780611  -2.214297  6.433695
H  3.345231  -2.205047  4.769265
C  2.525231  0.897953  -5.289125
O  2.218741  2.015543  -5.622605
N  1.660141  -0.079777  -5.277585
C  2.100801  -1.511097  -4.891275
C  0.189321  -0.006917  -5.520495
H  3.506731  0.522743  -4.960385
H  3.154821  -1.716827  -4.704675
H  1.913731  -2.248247  -5.672115
H  1.674371  -2.015317  -4.024085
H  -0.435389  -0.088117  -4.630975
H  -0.109849  0.896053  -6.052695
H  -0.151909  -0.789567  -6.198075
C  0.005751  0.963573  -1.400235
O  -0.537649  0.943963  -2.460335
N  -0.523059  0.904713  -0.149035
C  0.227141  1.112003  1.087225
C  -1.998249  0.587643  0.021895
H  1.063561  1.268313  -1.381215
H  0.062831  2.152113  1.368765
H  1.293381  0.889083  1.047885
H  -0.307889  0.528603  1.836555
H  -2.200579  -0.472967  0.171155
H  -2.232569  1.201673  0.891465
H  -2.596529  0.779373  -0.868835

Atoms 1-6, force components in eV/Å:
C 1.061 1.467 1.117
C -0.857 -1.157 -1.090
N 0.211 -0.016 0.340
C -1.373 0.172 -0.535
C -0.602 -1.028 1.240
C 1.391 0.137 1.100



ORCA calculation (wB97M-V/def2-TZVPD) on a cluster of 10 separate species, C27H66N3O11PS9 in total.

Summary:
HOMO = -8.1 eV
Kohn-Sham gap = 8.18 eV
electronic energy = -5984.914902 Ha
spin multiplicity = 1

Cartesian coordinates (Å):
C  6.432836  -4.678346  -7.648323
C  5.765963  -3.734196  -6.546095
C  4.815214  -2.691951  -7.227893
C  3.292789  -2.837701  -6.785465
C  3.215655  -2.072500  -5.440841
N  2.862543  -1.497881  -4.495452
O  2.887582  -4.212658  -6.616226
C  3.049374  -4.907776  -7.750326
N  3.136134  -5.420670  -8.792566
C  2.323181  -2.179751  -7.851795
C  2.660799  -0.667504  -7.895320
N  2.641720  0.495471  -7.911019
P  0.469845  -2.408312  -7.509860
C  -0.101115  -4.059590  -8.225596
O  0.162095  -2.577634  -5.844758
H  6.230220  -4.247577  -8.654686
H  5.958115  -5.686871  -7.645658
H  7.539050  -4.730402  -7.545649
H  5.241439  -4.435024  -5.851986
H  6.552816  -3.239312  -5.928725
H  4.865511  -2.647949  -8.335322
H  5.125377  -1.681242  -6.857318
H  2.535745  -2.545677  -8.888204
H  0.368226  -4.262154  -9.212339
H  -1.212790  -4.026602  -8.318334
H  0.124104  -4.920875  -7.548352
H  0.556151  -3.438389  -5.609525
C  -0.877857  -1.910949  -0.715537
S  -0.802370  -3.381585  -1.752185
O  -1.017312  -4.564811  -0.868051
C  0.964994  -3.275740  -2.088564
H  -1.899726  -1.798437  -0.353641
H  -0.202456  -2.016124  0.130721
H  -0.604178  -1.036451  -1.305965
H  1.522586  -3.297354  -1.151267
H  1.177368  -2.354733  -2.632351
H  1.248937  -4.132133  -2.700522
C  0.224173  0.232307  3.977410
S  -0.673930  -0.171638  2.472547
O  0.304216  -0.118552  1.342531
C  -1.636484  1.349865  2.422558
H  0.925862  -0.572920  4.186893
H  0.771474  1.166142  3.841391
H  -0.472912  0.324616  4.805275
H  -0.966905  2.210832  2.390682
H  -2.278205  1.403487  3.301455
H  -2.253990  1.337012  1.524672
C  -2.194632  0.991179  -6.115052
S  -2.373259  -0.093783  -4.686256
O  -3.832950  -0.277490  -4.444997
C  -1.773945  1.100764  -3.475971
H  -2.552420  0.458770  -6.995147
H  -2.787329  1.895490  -5.969903
H  -1.142351  1.246437  -6.248237
H  -2.394369  1.997747  -3.501721
H  -0.735988  1.353205  -3.697496
H  -1.833205  0.646145  -2.488072
C  -4.802821  4.642991  4.358438
S  -3.224517  3.807130  4.144478
O  -2.944551  3.043791  5.403282
C  -2.218175  5.300642  4.185691
H  -5.589304  3.893093  4.401168
H  -4.797389  5.214350  5.285384
H  -4.978104  5.305109  3.509138
H  -2.380519  5.828906  5.126356
H  -2.484764  5.939517  3.343270
H  -1.169994  5.011534  4.104884
C  3.323610  -8.799011  -9.104664
S  3.807759  -9.985688  -7.837562
O  5.191565  -10.436660  -8.156985
C  2.681323  -11.290589  -8.365129
H  3.935453  -7.906495  -8.990440
H  3.485803  -9.226411  -10.095089
H  2.273075  -8.535967  -8.974895
H  2.885106  -11.558616  -9.402559
H  1.651575  -10.947012  -8.259038
H  2.840882  -12.158766  -7.727273
C  -2.382430  9.043346  6.930657
S  -4.023204  9.285799  6.224079
O  -4.558900  7.939765  5.873380
C  -3.453965  10.052030  4.695043
H  -2.494182  8.534772  7.887184
H  -1.777093  8.430857  6.260985
H  -1.907661  10.012484  7.088237
H  -2.779640  9.374421  4.169516
H  -2.944273  10.988350  4.925260
H  -4.322883  10.256599  4.071191
C  -7.480481  3.712809  9.090507
S  -6.078993  3.940432  7.979269
O  -6.609899  3.934530  6.587917
C  -5.340506  2.325037  8.271770
H  -8.108848  4.600547  9.034325
H  -8.056993  2.838619  8.785440
H  -7.117992  3.588764  10.111760
H  -6.053674  1.539430  8.017633
H  -5.046195  2.244048  9.319537
H  -4.459270  2.237016  7.637240
C  0.055763  -0.006750  9.425186
S  -0.853898  -0.415316  7.923316
O  0.116369  -0.372204  6.790329
C  -1.809060  1.110162  7.861265
H  0.754088  -0.816243  9.633569
H  0.607881  0.923062  9.282094
H  -0.642666  0.092868  10.256828
H  -1.137016  1.967936  7.817867
H  -2.446431  1.173402  8.744266
H  -2.429458  1.092909  6.965548
C  5.344910  2.772184  3.251099
S  3.672177  2.413383  3.819503
O  3.007818  3.718739  4.101424
C  4.162189  1.705141  5.402746
H  5.278332  3.261533  2.280519
H  5.843045  3.434888  3.960034
H  5.901790  1.839929  3.150168
H  4.736269  2.436152  5.973998
H  4.758151  0.808093  5.230573
H  3.259390  1.440352  5.952667

Atoms 1-6, force components in eV/Å:
C -0.277 0.585 -0.056
C 0.495 -1.099 -0.698
C -0.306 0.448 1.049
C 1.661 2.002 -0.315
C -1.888 -0.925 -0.255
N 1.044 -0.700 -1.230